[1]
Entry from OMol25: a structure of composition C34H52BClN4O4P2Pd at a distorted geometry (the ωB97M-V functional and the def2-TZVPD basis).

The value obtained for the max |F| is 1.13 eV/Å. The calculation puts the energy above the lowest of the compared OMol25 structures with the same formula, charge and spin at 9.35 kcal per mole. As for the spin multiplicity: 5. The calculation puts the LUMO energy (alpha / beta) at -0.1784 / -0.3001 Eh. Its HOMO energy (alpha / beta) is -11.84 / -13.94 eV. Its net charge is +2.

```
99
Properties=species:S:1:pos:R:3:forces:R:3:mulliken_charge:R:1
Pd -0.911 -0.370 -0.365 -0.1 -1.1 -0.3 0.842
C -1.958 4.721 0.503 0.0 0.0 0.0 -1.675
C -0.731 4.805 -0.416 0.0 0.0 0.0 2.088
C 0.013 6.133 -0.220 0.0 0.0 0.0 -1.888
C -1.174 4.700 -1.876 0.0 0.0 0.0 -1.837
P 0.344 3.353 0.001 0.0 0.0 0.0 0.369
C 1.146 2.628 -1.481 0.1 0.1 -0.1 -0.793
N 1.781 1.357 -1.204 0.0 0.0 -0.1 0.165
B 1.090 0.142 -0.687 -0.1 0.5 0.2 1.535
N 2.210 -0.813 -0.590 0.0 -0.1 0.0 0.313
C 2.083 -2.198 -0.164 0.1 -0.1 -0.1 -2.139
P 0.299 -2.743 -0.265 0.2 0.2 0.2 0.796
C 0.326 -3.746 -1.844 0.0 0.1 0.0 1.878
C 1.154 -5.029 -1.775 0.0 0.0 0.0 -1.772
C 0.909 -2.821 -2.927 0.0 0.0 0.0 -1.623
C -1.105 -4.097 -2.250 -0.1 0.0 0.0 -1.522
C 0.149 -3.793 1.280 0.0 0.0 0.0 1.997
C 1.221 -4.876 1.443 0.0 0.0 -0.1 -1.673
C -1.235 -4.446 1.290 0.0 0.0 0.0 -1.916
C 0.259 -2.836 2.474 0.0 0.0 0.0 -2.155
C 3.362 -0.245 -0.966 0.0 -0.2 0.0 0.834
C 4.670 -0.770 -1.014 0.0 0.0 0.0 -0.723
C 5.662 0.050 -1.461 0.0 -0.1 0.0 -0.832
C 5.399 1.393 -1.873 -0.1 0.1 0.0 -0.885
C 4.143 1.933 -1.835 0.0 0.0 0.0 -1.099
C 3.098 1.116 -1.371 -0.1 0.2 -0.1 0.736
C 1.551 3.549 1.391 0.0 0.0 0.0 2.191
C 2.667 4.521 0.975 0.0 0.0 0.0 -1.577
C 0.801 4.084 2.617 0.0 0.0 0.0 -1.924
C 2.195 2.196 1.734 0.0 0.0 0.0 -1.838
H -2.604 5.568 0.278 0.0 0.0 0.0 0.531
H -1.693 4.781 1.557 0.0 0.0 0.1 0.321
H -2.524 3.805 0.326 0.0 0.0 0.0 0.277
H -0.689 6.922 -0.493 0.0 0.0 0.0 0.563
H 0.877 6.226 -0.878 0.0 0.0 0.0 0.384
H 0.318 6.316 0.808 0.0 0.0 0.0 0.348
H -1.845 5.537 -2.065 0.0 0.0 0.0 0.576
H -1.716 3.786 -2.082 0.0 -0.1 0.0 0.260
H -0.341 4.795 -2.572 0.0 0.0 0.0 0.376
H 1.881 3.356 -1.844 -0.1 0.0 0.0 0.425
H 0.375 2.509 -2.250 0.0 0.1 0.1 -0.013
H 2.463 -2.312 0.854 -0.1 0.0 0.0 0.625
H 2.694 -2.826 -0.818 0.0 0.0 0.1 0.719
H 2.143 -4.893 -1.337 0.1 0.0 0.0 0.274
H 1.299 -5.396 -2.791 0.0 0.0 -0.1 0.523
H 0.640 -5.810 -1.220 0.0 0.0 0.0 0.340
H 1.981 -2.665 -2.813 0.1 0.0 0.0 0.264
H 0.411 -1.850 -2.962 0.0 0.0 0.0 0.019
H 0.764 -3.296 -3.897 0.0 0.0 -0.1 0.653
H -1.631 -4.678 -1.493 0.0 0.0 0.0 0.288
H -1.074 -4.693 -3.161 0.0 0.0 -0.1 0.578
H -1.679 -3.201 -2.462 -0.1 0.1 0.0 0.075
H 1.060 -5.721 0.781 0.0 0.0 0.0 0.363
H 1.178 -5.252 2.466 0.0 0.0 0.1 0.543
H 2.232 -4.505 1.283 0.1 0.0 0.0 0.252
H -1.322 -5.222 0.531 0.0 0.0 0.0 0.335
H -2.034 -3.720 1.132 -0.1 0.1 0.0 0.345
H -1.396 -4.921 2.259 0.0 0.0 0.0 0.518
H 1.271 -2.453 2.609 0.1 0.0 0.0 0.355
H 0.004 -3.384 3.383 0.0 0.0 0.0 0.589
H -0.419 -1.993 2.388 -0.1 0.0 0.0 0.573
H 4.872 -1.786 -0.709 0.0 0.0 0.0 0.557
H 6.678 -0.312 -1.516 0.0 0.0 0.0 0.465
H 6.226 1.987 -2.233 0.0 0.1 0.0 0.467
H 3.965 2.943 -2.174 0.0 0.0 0.0 0.553
H 2.317 5.539 0.837 0.0 0.0 0.0 0.370
H 3.180 4.195 0.071 0.0 0.0 -0.1 0.328
H 3.406 4.529 1.777 0.0 0.0 0.0 0.490
H 0.384 5.076 2.460 0.0 0.0 0.0 0.364
H 1.512 4.153 3.440 0.0 0.0 0.0 0.600
H -0.004 3.421 2.929 -0.1 -0.1 0.0 0.290
H 3.008 1.958 1.050 0.0 0.0 0.0 0.382
H 1.490 1.363 1.737 0.0 0.0 0.0 -0.058
H 2.625 2.276 2.733 0.0 0.0 0.0 0.738
C -1.606 0.223 4.020 -0.1 -0.1 0.0 -0.776
C -2.690 -0.599 4.293 0.1 0.1 -0.1 -1.014
C -3.373 -1.175 3.238 0.1 0.1 -0.1 -0.851
C -2.960 -0.925 1.931 0.0 0.1 0.1 0.813
N -1.873 -0.178 1.678 0.1 -0.1 0.1 0.381
C -1.233 0.387 2.701 0.1 0.1 0.1 -0.322
C -3.715 -1.438 0.761 0.0 0.0 0.0 0.251
C -5.036 -1.847 0.879 0.1 0.0 -0.1 -1.127
C -5.713 -2.258 -0.258 0.1 0.0 0.0 -0.719
C -5.054 -2.228 -1.472 0.0 0.0 0.1 -1.499
C -3.738 -1.794 -1.501 0.0 0.0 -0.1 -0.424
N -3.071 -1.424 -0.413 -0.1 0.3 0.1 0.830
H -1.051 0.707 4.808 0.0 0.0 0.1 0.542
H -3.001 -0.786 5.310 0.0 0.0 0.1 0.463
H -4.216 -1.819 3.427 0.0 0.0 0.0 0.468
H -0.367 0.981 2.437 0.0 0.0 0.0 0.111
H -5.545 -1.817 1.830 0.0 0.0 0.0 0.464
H -6.745 -2.571 -0.194 -0.1 0.0 0.0 0.465
H -5.546 -2.510 -2.390 0.0 0.0 -0.1 0.498
H -3.203 -1.716 -2.437 0.0 0.0 0.0 0.781
O -1.263 -0.306 -2.693 -0.1 0.1 0.0 -0.698
Cl -2.014 0.965 -2.774 0.0 -0.1 0.4 1.780
O -1.248 1.910 -3.516 0.1 0.1 -0.1 -0.695
O -3.290 0.742 -3.333 -0.1 0.0 -0.1 -0.650
O -2.147 1.434 -1.374 0.1 0.1 -0.3 -0.771
```
Positions in Å, forces in eV/Å.

***

[2]
Entry from OMol25: a cluster of 9 separate species, C34H52Cl2O24 in total at a distorted geometry (the ωB97M-V functional and the def2-TZVPD basis).

The value obtained for the max |F| is 2.48 eV/Å. The calculation puts the energy above the lowest of the compared OMol25 structures with the same formula, charge and spin at 29.23 kcal per mole. Its SMILES is C[C@H]1COC(=O)O1.C[C@H]1COC(=O)O1.C[C@H]1COC(=O)O1.C[C@H]1COC(=O)O1.C[C@H]1COC(=O)O1.C[C@H]1COC(=O)O1.C[C@H]1COC(=O)O1.C[C@H]1COC(=O)O1.ClCCCl. The calculation puts the LUMO energy at -0.0005 Eh. Its HOMO energy is -10.32 eV.

```
112
Properties=species:S:1:pos:R:3:forces:R:3:mulliken_charge:R:1
C -4.936 -2.400 2.221 0.1 -0.1 -0.5 -1.183
C -4.223 -3.738 2.378 -0.3 0.8 0.6 0.409
C -2.802 -3.607 2.939 -1.7 0.7 -0.6 0.089
O -2.737 -4.772 3.748 2.0 0.0 -0.3 -0.350
C -3.954 -5.096 4.176 -1.2 0.5 0.2 0.543
O -4.193 -5.764 5.128 0.0 -0.2 -0.2 -0.546
O -4.894 -4.473 3.406 0.3 -0.5 0.5 -0.374
H -4.299 -1.683 1.697 -0.1 -0.2 -0.4 0.160
H -5.154 -1.896 3.161 0.0 -0.5 0.3 0.310
H -5.867 -2.567 1.681 0.0 0.3 -0.1 0.430
H -4.264 -4.379 1.494 0.1 0.3 -0.2 0.287
H -2.754 -2.704 3.553 0.1 -0.1 0.3 0.121
H -2.128 -3.461 2.097 0.6 -0.9 0.4 0.109
C 3.632 2.822 -6.037 -0.4 0.4 0.0 -1.442
C 3.332 3.742 -4.858 -0.5 0.0 -0.7 0.457
C 1.906 4.342 -4.916 0.8 -0.8 -0.2 -0.619
O 1.411 4.144 -3.606 -0.7 0.0 0.9 -0.250
C 2.188 3.298 -2.911 2.0 0.8 -1.0 0.635
O 2.075 2.931 -1.791 -0.9 -0.4 0.4 -0.348
O 3.314 3.016 -3.643 -0.6 -0.2 0.3 -0.325
H 2.744 2.266 -6.348 0.0 -0.2 0.3 0.338
H 4.426 2.123 -5.790 0.2 0.1 -0.2 0.325
H 3.865 3.442 -6.906 0.4 -0.1 0.0 0.414
H 4.066 4.547 -4.795 0.2 -0.2 0.2 0.326
H 1.304 3.720 -5.582 -0.2 0.4 -0.2 0.300
H 1.924 5.395 -5.178 -0.4 0.0 0.1 0.265
C -0.196 0.265 -3.337 -0.2 -0.5 -0.5 -1.029
C -1.273 1.325 -3.307 -0.5 0.4 -0.6 0.540
C -2.690 0.797 -2.955 1.4 0.8 -1.2 -0.684
O -2.915 1.341 -1.670 -0.6 -0.7 0.8 -0.355
C -1.963 2.229 -1.346 0.7 0.0 -0.2 0.218
O -1.869 2.821 -0.313 -0.5 -0.1 0.1 -0.384
O -1.084 2.352 -2.346 0.5 0.2 0.4 -0.023
H 0.844 0.570 -3.455 -0.2 0.6 0.1 -0.019
H -0.434 -0.301 -4.244 0.1 -0.2 0.1 0.519
H -0.244 -0.438 -2.505 -0.1 0.2 0.1 0.166
H -1.409 1.834 -4.264 0.7 -0.1 -0.1 0.296
H -2.632 -0.283 -3.081 -0.7 -0.1 0.9 0.352
H -3.373 1.258 -3.666 -0.4 -0.3 0.2 0.359
C -6.248 3.374 4.366 -0.3 0.3 1.0 -1.508
C -5.456 2.713 3.277 -0.1 1.1 -0.4 0.676
C -4.119 3.380 2.903 -0.7 0.1 -1.0 -0.568
O -3.240 2.260 2.823 0.9 0.8 0.5 -0.122
C -3.780 1.195 3.427 -0.4 0.0 -0.8 0.496
O -3.206 0.174 3.618 0.4 -0.5 0.3 -0.522
O -5.082 1.400 3.645 -0.2 -0.5 0.6 -0.349
H -5.848 3.200 5.369 0.2 -0.4 -0.2 0.362
H -7.278 3.020 4.381 0.0 0.0 -0.1 0.357
H -6.256 4.465 4.315 -0.1 0.0 -0.6 0.380
H -6.059 2.678 2.365 -0.1 -0.3 0.1 0.248
H -3.809 4.222 3.525 0.4 -0.6 0.6 0.280
H -4.171 3.812 1.902 0.0 -0.2 -0.1 0.271
C 2.731 -4.941 -2.411 0.3 1.1 -0.3 -1.197
C 1.844 -5.470 -1.294 0.8 0.0 -1.2 1.520
C 0.368 -5.130 -1.445 -0.2 -0.5 0.8 0.380
O -0.230 -6.394 -1.732 -0.3 0.2 -0.7 -0.439
C 0.698 -7.370 -1.789 -0.4 0.1 0.3 0.467
O 0.456 -8.472 -2.162 0.3 -0.1 0.1 -0.554
O 1.874 -6.905 -1.335 0.1 -0.1 0.1 -0.453
H 2.812 -3.860 -2.282 0.1 0.0 0.3 -0.156
H 2.427 -5.002 -3.461 -0.7 -0.7 0.2 0.365
H 3.748 -5.332 -2.394 -0.1 -0.1 0.4 0.414
H 2.283 -5.111 -0.367 -0.2 -0.3 0.2 -0.520
H 0.165 -4.426 -2.248 0.0 0.0 0.0 0.157
H -0.069 -4.819 -0.496 0.0 0.4 -0.1 0.003
C 4.780 -3.673 2.447 0.7 0.0 0.2 -1.481
C 3.529 -4.102 3.161 -1.8 -1.0 -1.4 0.381
C 2.293 -3.168 3.012 1.3 0.2 1.5 -0.046
O 1.258 -3.920 2.425 -0.5 0.2 -0.2 -0.070
C 1.658 -5.195 2.275 0.8 -0.4 -0.3 0.558
O 0.974 -6.119 1.972 -0.1 0.4 -0.1 -0.512
O 2.993 -5.260 2.453 0.3 -0.7 0.0 -0.403
H 5.536 -4.459 2.490 -0.1 0.0 0.1 0.380
H 5.242 -2.778 2.868 -0.2 0.0 0.2 0.391
H 4.619 -3.469 1.387 -0.4 0.0 0.1 0.292
H 3.596 -4.502 4.173 0.7 0.6 0.1 0.364
H 2.581 -2.291 2.435 -0.5 0.1 -0.1 -0.049
H 1.998 -2.962 4.044 -0.3 0.7 -0.3 0.281
C -0.593 5.815 2.156 -0.3 -0.4 -0.2 -1.446
C 0.625 5.881 1.267 0.5 0.7 0.1 0.652
C 0.510 5.310 -0.153 -0.7 -1.1 1.2 0.455
O 0.649 6.411 -1.009 0.3 0.2 -0.6 -0.397
C 0.874 7.553 -0.323 -0.5 -1.2 0.7 0.504
O 0.961 8.614 -0.832 0.3 0.6 0.1 -0.535
O 0.908 7.270 1.015 0.2 0.7 -0.7 -0.436
H -0.594 6.600 2.909 0.2 0.0 0.0 0.444
H -0.630 4.850 2.667 -0.1 0.0 -0.1 0.309
H -1.493 5.923 1.546 0.0 0.0 0.1 0.339
H 1.508 5.482 1.773 -0.1 0.0 0.0 0.346
H -0.469 4.844 -0.283 0.0 0.1 -0.2 -0.077
H 1.251 4.526 -0.294 0.2 0.3 -0.5 -0.180
C 1.205 1.676 1.377 -0.2 -0.2 -0.2 -1.082
C 0.756 0.204 1.571 0.5 1.5 0.4 0.934
C -0.673 -0.092 1.142 -0.2 -0.3 0.3 0.529
O -0.504 -0.872 -0.045 -0.5 -0.6 -0.7 -0.314
C 0.738 -1.341 -0.110 1.3 0.7 -0.9 0.501
O 1.202 -2.117 -0.902 -0.9 -0.2 0.2 -0.540
O 1.540 -0.656 0.712 -0.1 0.0 1.3 -0.542
H 0.371 2.320 1.091 0.0 -0.1 -0.3 0.025
H 1.971 1.688 0.601 -0.1 0.3 0.0 0.152
H 1.609 2.143 2.275 0.2 -0.4 0.1 0.453
H 0.946 -0.011 2.621 -0.1 -0.7 -0.1 0.412
H -1.220 0.822 0.920 -0.2 -0.2 0.0 -0.615
H -1.225 -0.744 1.821 0.0 0.4 0.3 -0.076
Cl 4.792 -2.314 -3.160 -0.3 0.2 -0.4 -0.206
C 3.358 -1.191 -3.072 1.6 0.4 0.6 -0.159
C 3.677 -0.248 -1.890 -1.2 -0.9 -0.3 0.540
Cl 5.035 0.796 -2.266 0.4 0.2 0.1 -0.174
H 2.505 -1.846 -2.944 -0.2 0.3 0.2 -0.023
H 3.341 -0.598 -3.982 -0.1 -0.3 -0.2 0.434
H 3.892 -0.863 -1.020 0.2 0.2 0.1 0.191
H 2.819 0.383 -1.653 0.0 0.1 -0.1 -0.528
```
Positions in Å, forces in eV/Å.

***

no.,E (eV)
1,-85488.090
2,-110287.840